(1)
Formula: C24H27FN4OS2
Source: the OMol25 dataset
Level of theory: wB97M-V/def2-TZVPD

Summary:
SMILES: CCOCCc1cc(F)c2c(c1)N(S)c1c(N)cccc1S2.c1cc[nH]c1.c1cc[nH]c1
HOMO: -8.05 eV
LUMO level: 0.49 eV
net charge: 0

XYZ file:
```
59
Properties=species:S:1:pos:R:3:forces:R:3:lowdin_charge:R:1
C 1.91891 -2.28754 -0.74480 0.1 0.0 0.2 -0.115
H -1.60558 -3.85290 -2.01585 0.1 0.0 0.0 0.122
H -2.74376 -2.18610 -3.80196 0.0 0.0 0.0 0.072
H 1.75533 1.98126 2.02871 -0.1 0.0 0.0 0.080
C -0.02580 5.47546 -3.28294 0.0 0.1 0.0 -0.084
C 2.09203 1.52502 5.15775 0.0 0.0 0.0 -0.113
N 1.67286 1.72340 2.99534 0.0 0.0 0.1 0.024
C -1.25942 3.46796 -2.75434 0.0 0.0 -0.1 -0.260
C -2.94332 -4.66705 2.81253 0.0 0.0 0.0 -0.113
S -1.48257 2.26433 0.51658 0.0 0.1 0.0 0.834
N -2.33720 2.58492 -2.94726 0.0 0.2 -0.1 0.101
H 0.17290 -4.20560 2.40197 0.0 0.0 0.0 0.139
C -0.36876 3.22245 -1.70956 0.1 -0.1 0.0 -0.283
C 0.86350 5.23226 -2.24944 0.0 0.0 0.1 -0.100
H -0.11939 -2.63516 -0.20781 0.0 0.0 0.0 0.115
S 1.75369 3.75769 -0.10726 0.3 0.1 -0.1 1.063
C 0.59625 -2.98401 -0.96643 -0.1 0.1 0.1 -0.244
C 1.85691 -0.78220 -0.63026 -0.1 0.1 -0.1 -0.182
N -0.54357 2.03430 -0.93326 0.1 0.1 0.0 -0.393
C -1.74128 -2.61766 -3.78224 -0.2 -0.1 0.0 -0.066
C 1.81875 2.00941 -0.32179 0.2 0.1 -0.1 -0.418
H -2.03185 1.63525 -3.10980 -0.1 -0.1 0.2 0.093
C -1.48257 -2.95660 2.79123 0.0 0.0 0.0 -0.143
H -1.80955 -2.14797 -1.66867 0.2 0.1 0.0 0.113
C -1.30305 -2.85044 -2.34639 -0.2 -0.2 -0.1 -0.286
C 0.65982 0.96855 3.51613 0.0 0.0 0.0 -0.148
H -0.23292 -0.54534 -1.12592 0.0 0.0 0.0 0.113
N -0.81505 -4.12777 2.55566 0.0 0.0 0.0 0.000
C 0.89083 0.82496 4.85939 0.0 0.0 0.0 -0.112
C -1.69587 -5.17465 2.56610 0.0 0.0 0.0 -0.144
H 3.95756 -0.60537 -0.12564 0.0 0.0 0.0 0.135
H -1.77808 -3.54991 -4.34413 0.1 0.0 -0.1 0.072
H -2.95456 2.89724 -3.68203 0.0 -0.1 -0.1 0.084
H -1.76196 4.80222 -4.34949 0.1 0.0 0.0 0.109
H 2.56421 1.61958 6.12116 0.0 0.0 0.0 0.087
H 3.41684 2.66865 3.77376 0.0 0.0 0.0 0.108
H 2.32399 -2.66489 0.20112 0.0 0.0 -0.1 0.125
C 0.67141 4.10407 -1.45995 0.1 0.1 -0.1 -0.448
H -1.06116 -1.93212 -4.28610 0.0 0.0 0.1 0.077
C 3.01746 -0.09240 -0.28753 0.1 0.1 0.1 0.041
H -1.36295 -6.18411 2.39710 0.0 0.0 0.0 0.103
H 0.26780 0.28267 5.55094 0.0 0.0 0.0 0.088
C -1.07154 4.60669 -3.53636 -0.3 -0.1 0.1 -0.034
C 0.66843 1.32132 -0.68790 0.0 -0.3 0.0 -0.317
H 0.10147 6.34323 -3.91657 0.0 0.0 0.0 0.106
C 2.54838 2.06870 3.98548 0.0 0.0 0.0 -0.133
O 0.09968 -2.70667 -2.25894 0.1 0.1 0.0 -0.154
F 4.11552 1.92537 0.22112 -0.2 -0.1 -0.1 0.055
H -0.13682 0.60440 2.88902 0.0 0.0 0.0 0.079
C 2.98727 1.27602 -0.14140 0.0 0.1 0.0 -0.288
C 0.68953 -0.05759 -0.84404 0.0 -0.1 0.1 0.049
H -0.96023 -2.01522 2.82272 0.0 0.0 0.0 0.097
H -3.85235 -5.24011 2.88368 0.0 0.0 0.0 0.089
H 1.69464 5.89712 -2.05723 0.0 0.0 0.0 0.104
H -3.59323 -2.54946 3.15619 0.0 0.0 0.0 0.090
H -2.64787 2.38720 -0.13296 -0.1 -0.2 0.0 -0.136
C -2.80789 -3.25833 2.95493 0.0 0.0 0.0 -0.109
H 0.71343 -4.06522 -0.82629 0.0 0.0 0.0 0.127
H 2.64075 -2.56937 -1.51605 -0.1 0.0 -0.1 0.131
```
Positions in Å, forces in eV/Å.

(2)
Formula: C24H27N3NiO5S4
Source: the OMol25 dataset
Level of theory: wB97M-V/def2-TZVPD

Summary:
multiplicity: 3
HOMO (alpha / beta): -0.30 / -0.30 eV
LUMO level (alpha / beta): 4.06 / 4.06 eV
energy above the lowest of the compared OMol25 structures with the same formula, charge and spin: 38.5 kJ/mol
net charge: -2

XYZ file:
```
64
Properties=species:S:1:pos:R:3:forces:R:3:lowdin_charge:R:1
O 4.38997 1.62095 -0.30090 0.1 0.0 -0.1 -0.035
S 3.57580 -6.10916 -0.72376 -0.1 0.1 0.0 0.884
C 3.04359 -7.03255 0.66881 0.0 0.0 0.0 -1.100
H -4.23682 -3.52400 -2.77436 0.0 0.0 0.0 0.069
H -2.60256 -3.50171 -3.47808 0.0 0.0 0.0 0.079
H -0.44367 4.04020 -2.60534 0.0 0.0 0.0 0.110
S 1.19356 -3.21879 1.46333 -0.2 1.0 0.1 0.440
C 2.02523 -4.55762 0.78236 0.5 -0.5 -0.4 -1.204
H 2.72365 4.15976 3.34607 0.0 0.0 0.0 0.104
O 3.24375 -0.28227 -0.39061 -0.3 0.1 0.8 -0.117
H -2.97402 3.21143 1.21255 0.0 0.0 0.0 0.107
C 2.51115 3.15120 3.01336 0.0 0.1 0.0 -0.010
H 1.77222 0.39985 -3.06861 0.0 0.0 0.0 0.116
C 2.86370 1.30895 1.45302 0.0 -0.4 -0.3 -0.106
C -1.41347 3.39764 -0.26916 0.0 0.0 0.0 -0.185
C 0.69907 2.27849 -3.15298 0.0 0.0 0.1 -0.166
C -0.20734 -2.06558 -1.23261 -0.2 0.2 0.0 -0.124
H -4.25515 -0.93865 -2.92531 0.0 0.0 0.0 0.069
H 2.43233 1.65513 -2.03204 0.0 -0.1 -0.1 0.104
C -3.18391 -0.95495 -2.69075 0.0 0.0 0.0 -0.070
H -0.73947 3.90467 0.44144 0.0 0.0 0.0 0.125
C -2.43632 2.58051 0.50138 0.1 -0.1 0.0 -0.170
H -0.15150 1.81499 -3.66017 0.0 0.0 -0.1 0.113
Ni 1.58260 -1.54076 -0.60330 0.2 -0.8 0.1 0.303
C -1.69143 1.46145 1.20956 0.0 0.1 0.0 -0.192
C -2.83477 -2.15774 -1.80018 0.1 0.0 0.0 -0.647
H -3.41772 -1.15268 0.02666 0.0 0.0 0.0 0.063
H -2.37357 0.78704 1.72793 0.0 0.0 0.0 0.118
H -2.61594 -1.00380 -3.62179 0.0 0.0 0.0 0.078
O 0.84692 2.65256 4.79344 0.0 0.1 -0.1 0.002
C 3.13370 2.59900 1.89001 0.0 0.2 0.0 -0.038
H -0.72540 -0.25960 0.38008 0.0 -0.1 0.0 0.100
S 2.93513 -3.32668 -1.52256 0.2 0.6 -0.4 0.478
N -0.66977 2.55670 -1.18683 -0.1 0.0 0.0 -0.056
C 1.96496 0.51180 2.17039 0.0 -0.1 0.0 0.059
C -3.65165 -2.07802 -0.50358 0.0 0.0 0.0 -0.067
O 0.41743 0.49418 4.10562 -0.1 -0.1 -0.1 0.020
H -3.15094 2.14965 -0.20408 0.0 0.0 0.0 0.111
H -1.02029 1.90397 1.96216 0.0 -0.1 0.0 0.109
N -0.97443 0.70624 0.21560 0.1 -0.1 -0.1 0.084
C 1.49780 1.22215 -2.40412 0.0 0.0 0.0 -0.205
C 0.21485 1.42539 5.14440 -0.1 0.0 0.2 -0.175
C -0.21461 1.30018 -0.76041 0.1 0.0 -0.3 -0.360
N 0.76421 0.66095 -1.28436 -0.2 0.2 0.4 0.070
H -2.91411 -0.02361 -2.18824 0.0 0.0 0.0 0.065
C 0.16953 3.26802 -2.13073 0.0 0.0 0.0 -0.182
H 1.78027 -0.51184 1.89262 -0.1 -0.3 -0.1 0.059
H 0.65249 1.04343 6.07742 0.1 0.0 -0.1 0.130
C 1.61732 2.35439 3.68090 -0.1 -0.2 0.1 -0.231
C -1.39989 -2.12379 -1.47585 0.0 -0.1 -0.2 -0.175
C -3.16665 -3.45697 -2.54519 0.0 0.0 0.0 -0.074
C 1.35986 1.06076 3.27028 0.1 0.3 0.0 -0.212
H 1.00627 3.77133 -1.62207 0.0 0.0 0.0 0.129
H -4.72802 -2.09872 -0.71128 0.0 0.0 0.0 0.070
C 2.73871 -4.58232 -0.36727 -0.2 -0.5 0.5 -1.189
O 3.36049 -8.19007 0.88741 0.0 0.0 0.0 -0.150
H -0.85715 1.59443 5.28264 0.0 0.0 -0.1 0.128
H 1.32314 2.78428 -3.89312 0.0 0.0 0.0 0.106
C 3.55976 0.81796 0.15337 0.0 0.2 -0.2 -0.624
H 3.84863 3.18111 1.32405 0.0 -0.1 0.0 0.104
H -1.91112 4.17321 -0.85898 0.0 0.0 0.0 0.112
H -3.40136 -2.91427 0.15084 0.0 0.0 0.0 0.084
S 1.99576 -6.07842 1.70262 0.0 0.2 0.0 0.879
H -2.88081 -4.31938 -1.94165 0.0 0.0 0.0 0.083
```
Positions in Å, forces in eV/Å.

(3)
Formula: C24H27N3O4S
Source: the OMol25 dataset
Level of theory: wB97M-V/def2-TZVPD

Summary:
SMILES: Cc1cc2cc(CCNC(=O)c3ccc(S(=O)(=O)N4CCCC4)cc3)c(=O)[nH]c2cc1C
HOMO: -8.28 eV
LUMO level: 0.20 eV
energy above the lowest of the compared OMol25 structures with the same formula, charge and spin: 0.0 kJ/mol
net charge: 0

XYZ file:
```
59
Properties=species:S:1:pos:R:3:forces:R:3:lowdin_charge:R:1
H -4.70648 -0.58297 -3.84080 -0.2 -0.1 -0.1 0.109
C 1.41507 2.20452 4.98972 0.1 -0.2 0.0 -0.232
H 1.27003 1.77138 7.07865 0.0 0.0 0.1 0.077
H 3.82619 -3.02171 2.17667 0.0 0.0 0.0 0.118
O -1.90295 2.20509 -4.35373 0.3 -0.3 0.0 -0.282
C 2.90041 -1.12549 1.78908 0.1 -0.2 0.3 -0.138
H 3.90459 -2.46346 0.48709 0.1 -0.1 0.1 0.116
C 2.17199 0.53478 3.40137 -0.2 0.5 -0.2 -0.141
C -2.63480 -0.28317 -1.51250 -0.1 0.0 0.1 -0.051
C 2.75376 -0.16058 0.70801 0.0 0.3 0.1 -0.422
H 0.04894 2.89928 6.48240 -0.1 0.0 0.1 0.084
C -1.87914 -1.79573 -5.12651 0.1 0.0 -0.1 -0.148
H -1.05833 -1.77732 -4.41030 0.0 0.0 -0.1 0.092
H -4.75769 -1.06949 -5.54553 0.0 0.0 0.1 0.125
H -1.64170 -2.52885 -5.89516 0.1 0.0 0.0 0.105
N -3.20218 0.19107 -5.03566 0.1 1.0 0.7 -0.233
C 0.13348 -0.54060 -1.66972 -0.1 -0.1 0.0 -0.004
H 2.71493 -1.50222 3.85886 0.0 -0.1 0.1 0.133
H 2.28173 -4.31547 0.68324 -0.1 0.0 0.1 0.120
H -0.03126 0.71501 -3.41076 0.1 0.0 -0.1 0.117
C 0.76627 4.51537 4.22144 0.0 0.0 0.0 -0.041
C -0.55230 0.19827 -2.62002 0.1 0.1 -0.1 -0.052
N 1.18492 -2.65802 0.07750 0.2 -0.1 -0.2 0.078
C -2.09225 -0.40193 -5.74707 0.6 -0.2 -0.3 -0.187
C 1.86455 0.93371 4.70702 0.0 0.2 -0.2 0.020
C 1.25743 3.13085 3.93907 0.1 -0.2 -0.2 -0.224
H -2.37183 -0.48743 -6.80154 0.1 0.1 0.1 0.125
C 0.09834 -1.94458 0.45144 -0.1 -0.2 -0.1 -0.456
H 2.19328 1.75560 0.33490 0.1 -0.2 0.0 0.168
H -3.70267 -0.14085 -1.46042 -0.1 0.0 0.1 0.117
H -0.22163 4.48318 4.67914 -0.1 0.1 0.0 0.087
C 2.01417 1.46718 2.36165 0.0 -0.2 0.8 -0.171
H 1.43528 3.45789 1.83547 0.0 0.1 -0.1 0.119
H -3.66881 -3.02143 -4.81231 0.0 0.0 0.1 0.105
O -0.36500 -1.98017 1.57712 -0.2 0.1 0.2 0.069
O -4.04669 1.69196 -3.23557 0.0 -0.3 0.2 -0.281
C -0.56789 -1.16162 -0.63891 -0.2 0.3 -0.1 -0.107
H 1.43447 5.02484 4.91475 0.0 0.1 0.1 0.086
H 1.21214 -0.58365 -1.71180 0.1 0.0 0.0 0.093
H 1.39600 -3.43018 1.95713 0.1 -0.1 -0.1 0.122
C -1.92749 0.30508 -2.54398 -0.3 0.4 -0.5 -0.262
C -3.20920 -2.11609 -4.42024 -0.1 -0.1 0.0 -0.148
H -1.23090 0.25786 -5.66697 0.1 -0.1 -0.2 0.109
H 1.98302 0.21515 5.50505 0.0 -0.1 0.1 0.120
H -3.05360 -2.25094 -3.35028 0.0 0.0 -0.1 0.093
C 2.00842 -3.32494 1.05820 0.2 -0.1 0.2 -0.155
C 2.61800 -0.77582 3.06387 0.1 -0.1 -0.5 0.053
H 0.70485 5.09836 3.30658 0.0 0.1 0.0 0.078
N 2.31905 1.08358 1.08331 0.0 0.1 -0.3 0.188
H -2.46915 -1.46863 0.27303 0.0 0.0 0.1 0.123
C 1.55720 2.75274 2.64578 0.0 0.0 0.1 0.030
H 1.62466 -2.44942 -0.80629 -0.2 0.1 0.0 0.132
H 1.70625 3.44345 6.71121 0.0 0.1 0.1 0.083
C -4.09939 -0.88849 -4.69038 -0.5 -0.4 0.3 -0.187
O 2.98269 -0.39869 -0.47377 0.2 -0.1 -0.2 0.018
C -1.95100 -1.01100 -0.55613 0.1 0.0 0.0 0.008
S -2.80930 1.24269 -3.80065 -0.2 0.2 -0.2 0.667
C 3.27879 -2.51740 1.38041 -0.3 0.0 -0.1 -0.116
C 1.09273 2.59947 6.39785 0.0 0.0 -0.1 -0.047
```
Positions in Å, forces in eV/Å.

(4)
Formula: C24H27N6ReS3
Source: the OMol25 dataset
Level of theory: wB97M-V/def2-TZVPD

Summary:
multiplicity: 2
HOMO (alpha / beta): -10.46 / -10.47 eV
LUMO level (alpha / beta): -4.45 / -4.85 eV
energy above the lowest of the compared OMol25 structures with the same formula, charge and spin: 58.7 kJ/mol
net charge: +1

XYZ file:
```
61
Properties=species:S:1:pos:R:3:forces:R:3:lowdin_charge:R:1
S -1.74434 -0.77602 0.59346 0.5 -0.9 0.3 0.665
C -2.65393 -0.32020 4.49447 0.0 0.0 0.0 -0.070
N 2.41775 -1.94230 0.28321 0.1 -0.1 0.5 -0.177
H 2.66342 -4.92964 -2.37672 -0.1 0.0 0.0 0.123
C -1.95480 -0.05498 2.20377 0.0 0.1 -0.2 -0.595
H -1.46936 4.27561 -1.91230 0.0 0.0 0.0 0.116
H -2.57594 3.51780 1.36858 0.0 0.0 0.0 0.131
H -2.76953 -1.86970 3.00393 0.0 0.1 0.0 0.107
C 1.52516 2.04379 -2.81613 0.0 -0.1 0.0 -0.113
H 2.35960 1.40015 -3.07238 -0.1 0.1 0.0 0.099
C -0.67370 -4.39785 -2.42972 -0.1 0.0 0.0 -0.013
H -1.45717 2.80245 3.93050 0.0 -0.1 0.0 0.125
H 0.95051 1.88753 2.08193 0.0 -0.1 0.0 0.085
C -0.61993 3.64328 -2.13903 0.1 0.0 -0.1 -0.025
H -2.38850 1.40024 5.75794 0.0 0.0 -0.1 0.111
C -2.69801 2.43977 -0.45736 0.2 -0.2 -0.3 -0.177
N -1.89970 1.66710 -1.41214 0.0 -0.1 0.1 -0.192
H 4.41107 -3.62179 0.63338 0.0 0.0 0.0 0.088
Re 0.48729 -1.12586 0.14490 -1.1 1.4 -0.9 0.819
C 0.53976 -4.97690 -2.74531 0.2 -0.1 -0.1 -0.009
C -0.71983 2.26521 -1.92979 -0.5 0.1 0.1 -0.287
H 0.58985 -5.79654 -3.45362 0.0 0.1 0.1 0.127
C 1.69817 -4.49698 -2.14619 0.1 -0.3 -0.3 0.025
H -3.33742 0.20517 -1.91578 0.1 0.1 0.0 0.075
H 4.04754 -4.60466 -0.80460 0.0 0.1 0.0 0.079
C 0.38212 1.46961 -2.25365 0.2 0.1 -0.1 -0.557
H 2.49519 3.84335 -3.46486 -0.1 0.0 0.1 0.109
H -1.22047 3.79362 0.29127 0.1 0.2 0.1 0.105
H 4.80588 -3.00595 -0.96100 -0.1 0.0 0.1 0.111
H -1.59848 -4.75379 -2.86157 0.0 0.0 0.0 0.125
H 4.50252 -0.61212 3.21720 0.0 0.0 0.0 0.117
C 0.52504 4.21270 -2.67683 -0.1 0.0 0.0 -0.061
H 0.61127 1.05244 0.56562 0.1 -0.2 -0.2 -0.018
C 1.60376 3.41019 -3.02697 0.0 0.0 0.0 -0.076
H 0.56353 5.28539 -2.84171 0.0 -0.1 0.0 0.112
N 3.34932 -1.52918 1.21662 -0.3 0.2 -0.2 0.017
C -1.87617 3.02494 0.68746 0.1 -0.2 0.2 -0.140
S 0.37857 -0.29388 -2.09010 0.7 -0.3 1.0 0.696
C 2.73972 -2.94239 -0.46014 -0.1 -0.3 -0.3 -0.234
H 0.71034 2.80550 0.57118 0.0 0.0 0.0 0.105
H 3.06375 -0.27644 4.12612 0.0 0.1 0.1 0.096
H -2.09962 0.49278 -3.15131 0.0 0.0 0.0 0.067
N 0.42698 -2.86737 -0.97830 -0.6 -0.1 0.1 -0.146
H -3.45784 1.76380 -0.05561 0.0 0.0 0.0 0.119
C -1.60297 1.27122 2.44954 0.1 0.3 0.2 -0.296
N 3.49869 -0.55751 3.26840 0.0 0.0 0.0 0.111
C 4.07327 -3.59486 -0.39952 0.0 0.0 -0.2 0.006
N -1.04017 2.10477 1.44723 0.3 0.1 -0.2 -0.156
C -2.72898 0.97124 -2.40453 0.0 0.3 0.2 -0.076
C -0.69442 -3.33407 -1.55243 0.2 0.1 0.1 -0.112
C -2.28095 0.99177 4.75829 0.0 0.0 0.0 -0.063
H -3.06850 -0.94031 5.28159 0.0 0.0 -0.1 0.111
C -1.76014 1.77712 3.73925 -0.1 0.0 0.0 -0.004
H -3.40611 1.67076 -2.91925 0.1 -0.1 0.0 0.096
H -3.24136 3.26983 -0.94096 0.0 -0.1 0.0 0.124
C -2.49183 -0.84176 3.21851 0.0 -0.1 0.1 -0.120
C 2.75348 -1.02736 2.26116 0.0 0.0 0.0 -0.768
C 0.35512 1.96587 1.16897 -0.5 0.4 0.1 -0.092
C 1.61392 -3.45506 -1.25344 0.2 0.1 0.2 -0.208
H -1.60502 -2.81171 -1.30950 -0.1 0.0 0.1 0.088
S 0.99261 -0.96785 2.44823 0.3 -0.2 -0.3 0.696
```
Positions in Å, forces in eV/Å.

Largest force on an atom (eV/Å)
0.3 1.0 1.2 2.0